An isolated molecule of C3H6N2S2 in a non-equilibrium geometry. Source: the OMol25 dataset; level of theory: ωB97M-V with the def2-TZVPD basis set.

Last column: Löwdin charge in e.
CARTESIAN COORDINATES (ANGSTROEM)
H (1.8148, 1.7584, 0.1302)  0.0663
N (2.1049, 0.7494, -0.2783)  0.0345
C (1.0407, -0.1495, -0.0836)  -0.4503
N (0.9111, -1.4672, -0.6154)  0.0899
C (-0.1814, 0.0401, 0.9064)  -0.3151
C (-1.4163, 0.1800, 0.0451)  -1.2660
S (-2.4233, -1.0731, -0.1573)  0.6781
S (-1.3994, 1.8288, -0.3237)  0.8539
H (0.1605, -1.9917, -0.0730)  0.0863
H (1.6063, -1.8472, -1.2305)  0.0887
H (0.2007, 1.0376, 1.1656)  0.0509
H (0.1140, -0.7621, 1.6386)  0.1413
H (-2.5324, 1.6965, -1.1241)  -0.0585

E_LUMO: -0.5 eV
SMILES: [H]/N=C(/N)CC(=S)S
HOMO: -8.94 eV
orbital gap: 8.42 eV
max |F|: 5.56 eV Å⁻¹
net charge: 0